# 1
# C41H66F17N15O15S7

10 unconnected molecules or ions with the total composition C41H66F17N15O15S7 (ωB97M-V/def2-TZVPD, the OMol25 dataset).

Atoms and positions in Å:
1 S 17.80 12.29 12.12
2 S 23.27 10.03 8.84
3 S 15.53 12.86 12.47
4 S 20.71 10.42 8.70
5 S 11.13 13.77 14.96
6 S 22.72 13.72 14.84
7 S 24.52 11.97 15.57
8 F 20.68 14.41 16.29
9 F 13.38 12.27 14.93
10 F 24.14 8.20 10.68
11 F 18.72 8.99 9.89
12 F 20.20 12.96 14.81
13 F 11.45 11.17 14.95
14 F 26.23 9.80 15.89
15 F 19.29 12.99 12.01
16 F 25.61 10.06 13.99
17 F 25.74 9.48 9.93
18 F 19.42 8.14 7.96
19 F 15.10 14.01 13.50
20 F 12.20 12.08 16.76
21 F 21.21 12.43 16.59
22 F 24.21 9.20 15.54
23 F 18.16 9.79 8.06
24 F 24.93 7.93 8.69
25 O 20.45 11.37 9.80
26 O 12.03 14.92 14.84
27 O 17.65 11.58 10.88
28 O 10.47 13.39 13.71
29 O 15.18 11.68 13.27
30 O 23.34 11.25 9.64
31 O 10.16 13.95 16.03
32 O 25.68 12.77 15.06
33 O 24.22 12.02 17.00
34 O 23.54 14.58 15.75
35 O 17.95 11.46 13.33
36 O 23.77 10.10 7.45
37 O 22.46 14.27 13.52
38 O 20.87 11.01 7.37
39 O 14.63 13.14 11.36
40 N 14.93 10.06 9.16
41 N 21.12 9.67 13.04
42 N 14.16 17.93 7.65
43 N 11.95 16.95 11.52
44 N 14.28 15.72 8.01
45 N 19.51 8.20 13.54
46 N 13.58 9.85 10.95
47 N 10.40 17.66 10.10
48 N 17.05 13.51 12.34
49 N 23.28 12.08 14.63
50 N 21.99 9.20 9.08
51 N 15.66 14.55 17.47
52 N 20.41 16.91 14.22
53 N 16.49 12.64 16.52
54 N 19.42 16.22 12.32
55 C 14.85 14.37 8.10
56 C 14.87 15.50 18.32
57 C 15.46 9.08 9.93
58 C 12.94 16.10 7.70
59 C 9.75 18.53 9.15
60 C 16.22 14.44 8.75
61 C 13.78 10.51 9.74
62 C 19.93 8.83 14.69
63 C 16.45 14.87 16.36
64 C 21.43 17.41 15.13
65 C 15.79 13.17 17.61
66 C 14.99 16.88 7.86
67 C 11.55 17.99 10.72
68 C 13.51 15.69 17.66
69 C 25.15 10.12 15.24
70 C 12.90 17.43 7.54
71 C 24.63 8.83 9.63
72 C 16.89 13.74 15.76
73 C 10.07 16.33 10.35
74 C 20.46 16.97 12.82
75 C 18.90 16.15 10.97
76 C 21.06 13.41 15.68
77 C 17.05 8.00 13.44
78 C 11.62 8.83 11.89
79 C 18.41 7.31 13.52
80 C 15.52 10.65 8.00
81 C 22.75 17.83 14.55
82 C 12.62 10.07 12.02
83 C 11.01 15.90 11.28
84 C 20.28 8.78 12.56
85 C 14.62 8.97 11.04
86 C 13.09 16.90 12.40
87 C 16.72 11.24 16.38
88 C 14.55 19.28 7.46
89 C 19.12 9.23 8.65
90 C 14.33 16.88 11.50
91 C 19.26 16.27 14.60
92 C 22.14 10.49 12.39
93 C 12.11 12.20 15.44
94 C 20.91 9.71 14.41
95 C 18.59 15.96 13.40
96 H 14.50 17.71 10.82
97 H 20.21 8.60 11.50
98 H 19.44 8.71 15.65
99 H 8.74 18.80 9.48
100 H 12.01 18.96 10.61
101 H 13.14 11.32 9.38
102 H 16.06 17.00 7.93
103 H 15.87 9.90 7.29
104 H 16.18 14.47 9.83
105 H 14.91 19.42 6.44
106 H 9.19 15.88 9.90
107 H 18.43 6.64 14.39
108 H 16.58 15.90 16.07
109 H 23.13 10.16 12.70
110 H 23.37 18.34 15.28
111 H 13.68 19.92 7.59
112 H 16.27 7.27 13.65
113 H 21.56 16.69 15.93
114 H 15.27 19.57 8.22
115 H 15.19 16.72 12.15
116 H 16.69 13.46 8.64
117 H 13.01 10.18 13.03
118 H 12.17 15.35 7.64
119 H 19.03 15.13 10.60
120 H 17.56 13.44 14.96
121 H 13.06 17.78 13.04
122 H 14.27 16.12 10.72
123 H 22.06 10.37 11.31
124 H 17.82 16.28 11.07
125 H 22.60 18.47 13.68
126 H 21.23 17.35 12.17
127 H 14.65 8.39 11.95
128 H 16.42 8.69 9.65
129 H 16.02 10.92 15.60
130 H 16.36 11.30 8.25
131 H 17.64 15.47 13.25
132 H 12.03 7.89 12.25
133 H 14.84 11.26 7.41
134 H 12.80 16.15 18.35
135 H 12.13 10.99 11.71
136 H 16.91 8.28 12.40
137 H 11.04 14.99 11.86
138 H 14.74 15.08 19.32
139 H 12.03 18.04 7.35
140 H 10.39 19.37 8.92
141 H 13.04 16.00 13.00
142 H 13.63 16.33 16.79
143 H 13.03 14.77 17.33
144 H 22.05 11.58 12.43
145 H 23.25 16.94 14.16
146 H 21.05 18.29 15.64
147 H 10.72 9.06 12.47
148 H 18.66 6.68 12.67
149 H 18.90 16.16 15.61
150 H 15.08 14.15 7.06
151 H 15.47 16.40 18.47
152 H 9.70 18.00 8.20
153 H 11.27 8.63 10.88
154 H 16.87 8.89 14.04
155 H 19.32 16.88 10.28
156 H 15.28 12.58 18.36
157 H 21.51 10.32 15.06
158 H 16.45 10.65 17.25
159 H 17.74 11.23 16.01
160 H 14.17 13.64 8.55
161 H 16.95 15.16 8.38

Values from the calculation:
Total charge: +2
E_LUMO: -5.742 eV
E: -218671.28581 eV
HOMO: -11.3 eV
HOMO-LUMO gap: 5.6015 eV



# 2
# C41H66O25

11 unconnected molecules or ions with the total composition C41H66O25 (ωB97M-V/def2-TZVPD, the OMol25 dataset).

Atoms and positions in Å:
1 O 4.84 -0.72 -0.48
2 O 2.84 0.04 0.28
3 O 3.84 -2.11 4.42
4 O 2.71 -2.69 2.59
5 O -4.55 -0.82 2.68
6 O -1.69 0.16 -4.81
7 O -0.10 -0.44 4.04
8 O -0.66 -3.09 -0.11
9 O 1.32 -2.39 -4.80
10 O 1.93 -5.72 -0.25
11 O 1.02 4.15 -1.51
12 O -1.44 3.41 1.07
13 O 3.33 -3.42 -4.81
14 O -2.59 -2.68 -1.20
15 O -0.41 1.98 -4.80
16 O -1.92 1.55 -3.16
17 O -5.88 3.93 -1.00
18 O -2.02 4.28 3.04
19 O 2.95 -4.25 -1.60
20 O 1.51 5.31 0.34
21 O 4.12 1.05 -1.36
22 O -2.92 -2.21 2.16
23 O -1.47 -0.99 -0.45
24 O -0.08 1.48 3.00
25 O -4.34 5.45 -0.47
26 C -0.37 6.05 -0.89
27 C -0.23 3.33 -4.28
28 C 0.57 -6.37 -0.10
29 C 1.98 -4.95 -1.32
30 C -3.69 3.43 -1.68
31 C -0.04 -6.27 -1.48
32 C 2.06 0.53 3.32
33 C -1.10 -0.29 -6.03
34 C 0.90 2.43 2.38
35 C -2.16 3.38 2.00
36 C -0.09 7.08 0.14
37 C -3.76 -1.77 -1.19
38 C 3.46 -4.51 3.85
39 C 2.23 1.98 2.99
40 C -5.89 2.79 -1.92
41 C 2.15 -3.91 2.01
42 C -3.38 2.46 2.26
43 C 3.42 -2.98 3.72
44 C 0.78 5.06 -0.80
45 C -1.78 -2.78 2.83
46 C 0.56 0.42 3.52
47 C -3.84 2.84 3.65
48 C -2.08 -2.67 4.33
49 C 0.71 -5.12 -2.12
50 C -3.08 -1.59 4.40
51 C -0.20 -0.42 0.06
52 C 3.16 2.16 -1.43
53 C 4.63 -1.92 -3.59
54 C 2.48 -2.42 -4.48
55 C -3.19 4.27 3.87
56 C 4.54 -3.39 -4.04
57 C 3.02 -5.04 2.47
58 C -4.60 4.41 -0.98
59 C 3.20 -1.46 -3.57
60 C 0.84 6.37 1.14
61 C -1.49 -2.30 -0.58
62 C 3.81 0.07 -0.44
63 C 4.86 -1.67 0.61
64 C -4.53 2.15 -1.81
65 C -1.41 1.29 -4.20
66 C -3.60 -1.46 3.04
67 H -4.90 2.94 3.82
68 H 5.28 -3.71 -4.75
69 H -0.94 4.05 -4.57
70 H -3.12 1.40 2.24
71 H 3.06 2.53 -0.39
72 H -5.99 3.27 -2.89
73 H -0.23 -0.82 -5.70
74 H -2.64 3.34 -1.42
75 H -0.16 -0.47 1.14
76 H 0.10 -4.23 -2.31
77 H 3.12 -0.42 -3.88
78 H -3.88 5.12 3.69
79 H 3.87 -5.15 1.82
80 H -3.93 -1.79 5.03
81 H 0.46 7.77 -0.37
82 H 0.18 -7.18 -2.09
83 H -0.11 0.59 -0.23
84 H 0.75 -7.39 0.16
85 H -4.10 2.73 1.50
86 H 3.58 2.98 -2.04
87 H -1.67 -3.74 2.41
88 H 0.87 2.28 1.29
89 H 0.76 3.63 -4.57
90 H 2.64 0.16 4.19
91 H 4.45 -4.87 4.09
92 H 0.58 3.47 2.57
93 H -4.12 -1.65 -0.15
94 H 2.91 -4.74 4.80
95 H 0.67 -0.94 -0.41
96 H 5.26 -1.34 -4.27
97 H -0.40 3.31 -3.17
98 H -0.98 -2.10 2.62
99 H -4.49 1.56 -0.90
100 H 2.11 -3.67 0.93
101 H 2.79 -1.48 -2.57
102 H -0.37 6.42 -1.90
103 H 4.43 -4.07 -3.22
104 H -1.28 5.55 -0.65
105 H 3.09 2.34 2.43
106 H 2.22 1.88 -1.87
107 H -0.96 7.64 0.52
108 H 4.99 -1.87 -2.55
109 H -4.36 1.60 -2.70
110 H 1.63 6.92 1.59
111 H 2.40 -0.16 2.54
112 H -1.10 -6.22 -1.35
113 H 4.22 -2.52 0.28
114 H -1.83 -0.96 -6.51
115 H -2.89 4.41 4.87
116 H -3.56 -0.85 -1.62
117 H 5.93 -1.99 0.57
118 H -2.61 -0.65 4.63
119 H -3.67 3.79 -2.69
120 H -4.55 -2.15 -1.83
121 H 0.23 5.86 1.86
122 H 1.11 -5.33 -3.11
123 H -2.52 -3.59 4.70
124 H -0.81 0.49 -6.74
125 H -6.85 2.22 -1.79
126 H 2.34 2.51 3.94
127 H -1.16 -2.38 4.87
128 H 4.66 -1.31 1.59
129 H 1.11 -3.92 2.47
130 H 0.12 -5.78 0.62
131 H 2.51 -6.00 2.56
132 H -3.44 2.21 4.44

Values from the calculation:
Total charge: 0
E_LUMO: 0.609 eV
E: -94775.70758 eV
HOMO: -10.0 eV
HOMO-LUMO gap: 10.5816 eV
Relative energy (zero: lowest compared OMol25 entry of this formula, charge and spin): 0.0 kJ/mol



# 3
# C41H67I2N7O9S3

A molecular structure, C41H67I2N7O9S3 (ωB97M-V/def2-TZVPD, the OMol25 dataset).

Atoms and positions in Å:
1 I 4.69 -2.72 -1.17
2 I 3.01 -4.35 1.47
3 S -1.80 2.57 -2.37
4 S 3.21 0.32 -1.88
5 S -0.05 3.30 -0.23
6 O -9.22 4.74 1.77
7 O 3.49 5.81 -0.86
8 O 4.87 5.85 -5.94
9 O -4.39 -3.01 5.73
10 O 2.62 -0.69 -2.71
11 O 2.62 1.63 -1.98
12 O 4.76 0.48 -2.20
13 O 7.08 -4.70 -2.14
14 O -2.58 -5.45 2.74
15 N -9.44 3.01 3.23
16 N -2.29 1.86 0.22
17 N -0.88 -6.83 3.34
18 N 6.66 4.49 -5.70
19 N 6.24 -6.38 -3.41
20 N 2.63 5.63 -2.96
21 N -6.10 -2.90 4.24
22 C 3.16 5.14 -1.83
23 C 3.07 -0.20 -0.17
24 C 0.26 -7.06 4.20
25 C 2.69 -2.30 1.06
26 C -9.54 2.56 4.60
27 C 6.36 -7.74 -3.89
28 C -2.15 0.43 0.37
29 C -2.17 -1.43 1.92
30 C -5.92 2.32 -0.70
31 C -5.56 -2.80 5.46
32 C -4.61 1.84 -0.74
33 C -5.24 -3.31 3.13
34 C 5.59 0.73 -1.03
35 C -5.37 3.67 1.22
36 C -7.49 -2.63 3.98
37 C 3.33 -1.69 0.07
38 C -1.48 2.46 -0.79
39 C 2.25 4.77 -4.07
40 C 1.70 -1.65 1.98
41 C 5.87 5.51 -5.34
42 C -4.07 3.19 1.17
43 C -2.05 -2.34 0.87
44 C 7.85 4.13 -4.94
45 C -1.98 -1.85 -0.43
46 C 2.43 7.06 -3.08
47 C -3.68 2.28 0.19
48 C -9.30 4.31 2.90
49 C -1.62 -5.71 3.44
50 C 0.70 2.23 1.04
51 C 6.31 3.72 -6.88
52 C 7.14 -5.84 -2.57
53 C -2.04 -0.48 -0.68
54 C 2.18 2.59 1.02
55 C -1.23 -7.81 2.33
56 C 3.10 1.59 1.75
57 C -6.30 3.22 0.28
58 C -2.20 -0.07 1.67
59 C 4.89 1.56 0.01
60 C -9.50 2.03 2.15
61 C 5.12 -5.57 -3.86
62 C 3.92 0.70 0.81
63 H -9.62 1.03 2.57
64 H -2.31 0.62 2.50
65 H -1.27 -5.03 4.24
66 H 1.17 -7.15 3.60
67 H -6.29 -2.49 6.23
68 H -1.19 -7.36 1.33
69 H 2.82 5.04 -4.96
70 H -2.02 -0.13 -1.71
71 H 8.73 4.20 -5.58
72 H -7.59 -1.81 3.26
73 H 3.39 7.58 -2.98
74 H 0.31 2.49 2.02
75 H 2.02 -0.03 0.03
76 H 2.50 2.75 0.00
77 H 6.21 6.03 -4.43
78 H 7.04 2.93 -7.03
79 H 3.83 2.17 2.31
80 H 2.00 7.29 -4.05
81 H 1.21 -2.42 2.57
82 H 2.54 1.02 2.49
83 H -7.31 3.61 0.34
84 H -4.42 -2.60 3.03
85 H -2.24 -1.78 2.94
86 H 5.49 -8.33 -3.60
87 H 4.40 2.42 -0.44
88 H 5.87 -0.23 -0.61
89 H -4.81 -4.29 3.33
90 H 2.29 3.56 1.51
91 H -1.89 -2.55 -1.25
92 H 5.32 3.27 -6.76
93 H -4.30 1.15 -1.50
94 H -6.62 1.98 -1.45
95 H -2.03 -3.40 1.08
96 H -0.54 -8.64 2.37
97 H -10.49 2.05 4.77
98 H 6.29 4.37 -7.76
99 H 4.56 0.03 1.39
100 H 2.18 -0.99 2.69
101 H -5.81 -3.35 2.21
102 H 5.47 -4.68 -4.38
103 H 4.49 -6.16 -4.53
104 H -9.48 3.41 5.27
105 H -7.99 -3.51 3.58
106 H 7.76 3.10 -4.57
107 H 5.67 1.97 0.66
108 H 4.52 -5.25 -3.00
109 H -9.27 4.97 3.79
110 H 6.49 1.20 -1.39
111 H -8.59 2.07 1.56
112 H 6.45 -7.76 -4.98
113 H -3.34 3.51 1.90
114 H -7.99 -2.34 4.90
115 H 1.19 4.87 -4.27
116 H 0.91 -1.15 1.43
117 H -8.72 1.87 4.83
118 H 7.95 -6.53 -2.29
119 H 3.26 4.04 -1.85
120 H -10.34 2.25 1.50
121 H -5.66 4.36 1.99
122 H 0.38 -6.23 4.88
123 H 7.96 4.80 -4.10
124 H -2.25 -8.17 2.49
125 H 1.77 7.42 -2.29
126 H 7.25 -8.21 -3.47
127 H 2.46 3.73 -3.81
128 H 0.13 -7.98 4.78
129 H 0.50 1.18 0.87

Values from the calculation:
Total charge: 0
E_LUMO: -0.019 eV
E: -121167.48093 eV
HOMO: -8.0 eV
HOMO-LUMO gap: 8.0276 eV